1.
C7H18Br2N4O3P | ωB97M-V/def2-TZVPD

Element x y z (Å)
C: -4.014271 2.418851 1.277678
C: -4.040579 2.885449 -0.195593
O: -2.716331 2.943131 -0.811362
P: -2.124190 1.550985 -1.226726
C: -0.922496 0.957041 -0.050308
Br: 0.077934 2.236307 0.962192
C: -0.706914 -0.338380 0.113370
C: -1.399061 -1.432783 -0.647868
Br: 0.591043 -0.966817 1.353777
H: -4.095612 3.277162 1.940022
H: -3.110738 1.840633 1.482888
H: -4.897018 1.803182 1.462149
H: -4.759394 2.315637 -0.790259
H: -4.401301 3.912018 -0.189924
H: -3.163886 0.631991 -1.419078
H: -1.465185 1.749706 -2.451271
H: -0.686212 -1.812073 -1.399301
H: -1.661481 -2.209645 0.071044
H: -2.328645 -1.128254 -1.127788
C: 4.280821 0.496195 4.142550
O: 4.836672 0.824478 5.167824
N: 3.466667 -0.604090 4.065988
N: 4.417885 1.195541 2.972219
H: 2.998093 -0.890000 3.228877
H: 3.343219 -1.141934 4.904464
H: 5.008162 2.007111 2.991682
H: 3.968540 0.939872 2.113934
C: 1.192570 -3.029913 -3.374617
O: 0.022567 -3.262484 -3.101786
N: 2.221023 -3.738742 -2.834394
N: 1.559905 -2.043146 -4.243544
H: 3.186542 -3.568259 -3.044912
H: 1.984474 -4.474747 -2.193667
H: 0.825266 -1.505813 -4.665131
H: 2.511930 -1.838212 -4.483128

Forces on atoms 1 to 6 (eV/Å):
C -0.2 -0.1 -0.7
C -1.0 0.8 1.4
O -0.2 -0.8 -0.4
P 0.9 0.6 0.2
C 0.2 1.0 0.5
Br -0.6 0.1 -0.7

Values from the calculation:
Net charge: +1
LUMO: -0.14324 hartree
HOMO energy: -11.82 eV

2.
C7H18ClI2OP2Pt | ωB97M-V/def2-TZVPD

Element x y z (Å)
I: 0.012245 -1.613779 -5.449865
I: 0.012030 1.099230 -5.791114
Pt: -0.002109 -0.130607 0.614018
P: -2.263507 0.146854 0.234902
C: -3.025910 -0.020395 -1.398260
C: -2.941424 -1.143792 1.313724
H: -4.021012 -0.957952 1.382512
H: -3.832032 1.706056 1.105766
H: -2.447710 -1.064599 2.289648
H: -2.198551 1.875029 1.896660
H: -2.724547 -0.966900 -1.861652
H: -2.746123 -2.134022 0.876393
C: -2.742037 1.729940 0.956353
H: -4.123014 0.005799 -1.284472
H: -2.458139 2.513243 0.240352
H: -2.697855 0.810401 -2.034318
P: 2.263345 0.134914 0.251650
C: 3.037122 -0.033276 -1.376094
C: 2.745163 1.714369 0.978792
H: 2.427255 -1.080570 2.305692
H: 4.007132 -0.981224 1.409241
H: 2.728987 -2.149440 0.892847
C: 2.926934 -1.160893 1.333088
H: 2.194436 1.861860 1.914664
H: 3.833628 1.683516 1.137640
H: 4.133442 -0.010896 -1.254322
H: 2.716331 0.799068 -2.013578
H: 2.472272 2.500093 0.261275
H: 2.735978 -0.978551 -1.842402
Cl: -0.008873 0.807218 2.849851
O: -0.007807 -3.046515 -0.127531
C: -0.005653 -1.914183 0.188538

Forces on atoms 1 to 6 (eV/Å):
I 0.0 2.0 -0.5
I 0.0 -2.0 0.0
Pt 0.0 2.8 1.6
P -2.1 0.7 0.1
C 0.4 0.0 -0.1
C 0.5 -0.2 -0.3

Values from the calculation:
Spin multiplicity: 5
Net charge: +3
LUMO (spin up / spin down): -0.45267 / -0.51759 hartree
HOMO energy (spin up / spin down): -17.72 / -19.86 eV
⟨S²⟩: 6.016
Relative energy (zero: lowest compared OMol25 entry of this formula, charge and spin): 0.232 eV

no.,calculated total energy (eV)
1,-169021.7367
2,-60115.3704